1.
# C5H8N2O

The molecule C5H8N2O (the ωB97M-V functional and the def2-TZVPD basis, OMol25).

- Energy relative to the best compared isomer or geometry (same formula, charge and spin): 58.8 kcal per mole
- Energy: -10340.174 eV
- Max |F|: 2.89 eV Å⁻¹
- HOMO energy: -8.3 eV
- Frontier orbital gap: 9.16 eV
- SMILES: [H]/N=C1/O[C@H]2C[C@H]2N1C

Structure (ORCA input):
```
! RIJCOSX wB97M-V def2-TZVPD def2/J DEFGRID3
* xyz 0 1
H -0.93 -1.88 1.72
H 1.57 0.92 -0.52
C 1.15 -0.46 1.53
N 0.19 -0.16 0.50
H -0.47 2.42 -1.60
C 0.46 0.76 -0.58
C -0.43 0.27 -1.76
N -1.41 -1.80 0.86
H -0.15 0.13 -2.78
H 2.03 -0.93 1.04
C -0.84 -0.99 0.08
H 0.82 -1.10 2.28
O -1.12 -0.89 -1.29
H -1.54 1.67 -0.40
H 1.37 0.49 1.98
C -0.69 1.56 -1.06
*
```


2.
# C5H8N2O

A cluster of 2 separate species, C5H8N2O in total (the ωB97M-V functional and the def2-TZVPD basis, OMol25).

- Energy relative to the best compared isomer or geometry (same formula, charge and spin): 182.5 kcal per mole
- Energy: -10334.811 eV
- Max |F|: 10.65 eV Å⁻¹
- HOMO energy: -8.8 eV
- Frontier orbital gap: 9.31 eV

Structure (ORCA input):
```
! RIJCOSX wB97M-V def2-TZVPD def2/J DEFGRID3
* xyz 0 1
H 1.46 -1.13 1.35
H 1.94 0.51 -0.08
H -0.86 -1.11 -0.60
H -1.30 -0.74 2.24
H -0.63 -2.61 1.63
C -0.67 1.50 -1.87
H 0.76 -0.11 -2.58
H 0.26 1.27 1.12
O 0.74 -1.24 2.50
C -0.37 -0.59 0.31
H -0.74 2.21 -2.89
C -0.34 1.01 0.11
C 0.89 0.19 -0.43
C -0.46 -1.37 1.71
N 0.36 0.42 -1.78
N -1.05 1.78 -0.73
*
```


3.
# C5H8N2O

The molecule C5H8N2O (the ωB97M-V functional and the def2-TZVPD basis, OMol25).

- Energy relative to the best compared isomer or geometry (same formula, charge and spin): 41.8 kcal per mole
- Energy: -10340.914 eV
- Max |F|: 2.80 eV Å⁻¹
- HOMO energy: -8.7 eV
- Frontier orbital gap: 9.43 eV
- SMILES: [H]/N=C(\N)C(=C)C(=C)O

Structure (ORCA input):
```
! RIJCOSX wB97M-V def2-TZVPD def2/J DEFGRID3
* xyz 0 1
N 1.94 0.17 0.51
C -0.72 1.35 -1.32
H 1.58 0.83 1.19
H -1.37 -1.73 2.04
C 1.07 -0.11 -0.52
O -2.41 0.38 0.80
C -1.24 -0.28 0.50
H 2.88 0.40 0.21
H -1.71 1.79 -1.29
N 1.53 -0.62 -1.62
H -0.02 1.71 -2.07
C -0.38 0.38 -0.46
C -0.80 -1.34 1.21
H 2.52 -0.80 -1.52
H 0.01 -1.99 0.89
H -2.89 -0.14 1.46
*
```


4.
# C5H8N2O

The molecule C5H8N2O (the ωB97M-V functional and the def2-TZVPD basis, OMol25).

- Energy relative to the best compared isomer or geometry (same formula, charge and spin): 119.2 kcal per mole
- Energy: -10337.557 eV
- Max |F|: 3.96 eV Å⁻¹
- HOMO energy (alpha / beta): -7.3 / -7.3 eV
- Frontier orbital gap (alpha / beta): 7.70 / 7.70 eV

Structure (ORCA input):
```
! RIJCOSX wB97M-V def2-TZVPD def2/J DEFGRID3
* xyz 0 1
H -1.50 -1.78 0.18
H 1.21 1.68 -0.97
C -0.35 0.83 0.23
N -0.62 -1.70 -0.31
C 0.76 1.83 0.01
H 2.26 -0.57 1.10
C -1.48 1.00 -0.54
O -0.46 0.11 1.40
H 1.53 1.73 0.77
H -2.72 0.09 -1.72
N -2.50 0.91 -1.15
C 0.29 -0.88 0.39
H 1.88 -2.25 0.45
H -0.22 -2.60 -0.55
H 0.37 2.84 0.07
C 1.56 -1.24 0.63
*
```


5.
# C5H8N2O

The molecule C5H8N2O (the ωB97M-V functional and the def2-TZVPD basis, OMol25).

- Energy relative to the best compared isomer or geometry (same formula, charge and spin): 80.7 kcal per mole
- Energy: -10339.228 eV
- Max |F|: 5.80 eV Å⁻¹
- HOMO energy: -10.1 eV
- Frontier orbital gap: 10.28 eV
- SMILES: C[C@H]1N[C@]1(C#N)CO

Structure (ORCA input):
```
! RIJCOSX wB97M-V def2-TZVPD def2/J DEFGRID3
* xyz 0 1
H -1.72 1.71 0.08
H -0.43 -1.80 -0.74
H -0.89 -0.97 1.59
O -2.40 -0.35 -0.13
C 1.83 -1.43 -0.41
H -1.60 1.03 -1.55
C -1.45 0.75 -0.44
H 2.28 -0.78 0.35
C -0.09 0.19 -0.01
C 0.31 -1.17 -0.23
H 2.07 -2.49 -0.23
H -3.34 0.10 0.42
H 2.35 -1.26 -1.40
N 0.01 -0.77 1.16
N 1.59 2.19 0.16
C 0.94 1.21 -0.02
*
```


6.
# C5H8N2O

The molecule C5H8N2O (the ωB97M-V functional and the def2-TZVPD basis, OMol25).

- Energy relative to the best compared isomer or geometry (same formula, charge and spin): 79.6 kcal per mole
- Energy: -10339.273 eV
- Max |F|: 3.39 eV Å⁻¹
- HOMO energy: -8.8 eV
- Frontier orbital gap: 9.70 eV
- SMILES: [H]/N=C1/C=CCN1OC

Structure (ORCA input):
```
! RIJCOSX wB97M-V def2-TZVPD def2/J DEFGRID3
* xyz 0 1
C 0.42 1.08 -0.24
H 3.00 -1.04 0.15
C -2.21 -0.14 0.49
N -0.14 -0.17 -0.53
H 0.92 -1.81 -1.33
H -1.95 0.79 1.04
H 2.57 1.44 0.43
C 1.85 0.69 0.15
H -3.32 -0.23 0.24
H -1.85 -0.98 1.16
C 2.05 -0.61 0.04
N 0.03 2.33 -0.35
H 0.44 -2.02 0.41
O -1.53 -0.31 -0.77
H -0.99 2.28 -0.57
C 0.72 -1.30 -0.34
*
```


7.
# C5H8N2O

The molecule C5H8N2O (the ωB97M-V functional and the def2-TZVPD basis, OMol25).

- Energy relative to the best compared isomer or geometry (same formula, charge and spin): 141.0 kcal per mole
- Energy: -10336.613 eV
- Max |F|: 3.04 eV Å⁻¹
- HOMO energy: -8.1 eV
- Frontier orbital gap: 9.06 eV
- SMILES: C=C1[C@@H]2CN(O)[C@]12N

Structure (ORCA input):
```
! RIJCOSX wB97M-V def2-TZVPD def2/J DEFGRID3
* xyz 0 1
C -0.12 1.19 -1.40
O -0.21 -1.41 -1.75
C 0.45 -0.05 0.25
H 2.43 0.07 0.57
H 0.14 2.16 0.67
C -1.58 -0.84 1.40
N 1.64 -0.50 0.88
H -2.63 -0.71 1.64
H 1.56 -0.45 1.89
H -1.10 1.29 -1.90
H 0.59 -1.97 -1.70
H -1.10 -1.73 1.79
C -0.92 0.10 0.75
H 0.63 1.76 -1.95
C -0.08 1.30 0.08
N 0.31 -0.20 -1.21
*
```


8.
# C5H8N2O

The molecule C5H8N2O (the ωB97M-V functional and the def2-TZVPD basis, OMol25).

- Energy relative to the best compared isomer or geometry (same formula, charge and spin): 118.8 kcal per mole
- Energy: -10337.574 eV
- Max |F|: 8.49 eV Å⁻¹
- HOMO energy: -9.9 eV
- Frontier orbital gap: 9.61 eV
- SMILES: [H]/N=C(\C(C)=O)N1CC1

Structure (ORCA input):
```
! RIJCOSX wB97M-V def2-TZVPD def2/J DEFGRID3
* xyz 0 1
H 1.96 0.56 0.85
O -0.67 -0.82 2.44
H -1.93 0.62 1.75
H 0.80 -0.17 -2.11
H 1.94 -1.24 0.60
N 0.02 0.75 -0.66
C 1.63 -0.36 1.29
C -0.90 0.62 -1.87
C 0.14 -0.29 1.61
H -0.63 1.16 -2.81
H -0.20 -1.54 -1.28
H 2.40 -0.35 2.14
C -0.06 -0.53 -1.61
H -1.80 0.46 -1.69
N -1.96 0.69 0.73
C -0.76 0.45 0.64
*
```


9.
# C5H8N2O

A cluster of 2 separate species, C5H8N2O in total (the ωB97M-V functional and the def2-TZVPD basis, OMol25).

- Energy relative to the best compared isomer or geometry (same formula, charge and spin): 39.5 kcal per mole
- Energy: -10341.015 eV
- Max |F|: 1.69 eV Å⁻¹
- HOMO energy: -9.5 eV
- Frontier orbital gap: 9.78 eV
- SMILES: [H]/N=C(\C)C=O.CC#N

Structure (ORCA input):
```
! RIJCOSX wB97M-V def2-TZVPD def2/J DEFGRID3
* xyz 0 1
C -0.41 0.95 -1.11
H 0.20 0.45 -3.08
O 1.02 2.90 -1.26
H 0.53 -2.58 3.11
C 0.03 2.38 -0.81
H -0.77 2.97 -0.33
H 1.03 -0.88 3.03
N -0.20 -1.85 0.26
C 0.24 -1.59 2.77
H -1.79 -0.32 -0.65
N -1.57 0.68 -0.67
C 0.46 0.20 -2.06
H 1.51 0.45 -1.89
H 0.34 -0.88 -1.90
C 0.06 -1.59 1.35
H -0.69 -1.31 3.26
*
```


10.
# C5H8N2O

The molecule C5H8N2O (the ωB97M-V functional and the def2-TZVPD basis, OMol25).

- Energy relative to the best compared isomer or geometry (same formula, charge and spin): 61.3 kcal per mole
- Energy: -10340.070 eV
- Max |F|: 6.91 eV Å⁻¹
- HOMO energy: -9.3 eV
- Frontier orbital gap: 10.15 eV
- SMILES: [H]/N=C(\C=C)N(C)C=O

Structure (ORCA input):
```
! RIJCOSX wB97M-V def2-TZVPD def2/J DEFGRID3
* xyz 0 1
C -2.51 -0.52 0.27
C -1.52 0.02 -0.43
C 0.80 1.63 0.09
C 0.05 -0.68 -0.40
H 0.57 1.92 -0.94
N 0.21 -1.91 -0.65
H -1.66 0.82 -1.15
C 2.32 -0.42 0.44
N 0.83 0.18 0.24
H 1.77 2.07 0.36
H -0.67 -2.39 -0.87
H 0.04 2.03 0.76
O 3.32 0.26 0.58
H 2.35 -1.52 0.53
H -3.54 -0.17 0.16
H -2.34 -1.30 1.01
*
```


11.
# C5H8N2O

The molecule C5H8N2O (the ωB97M-V functional and the def2-TZVPD basis, OMol25).

- Energy relative to the best compared isomer or geometry (same formula, charge and spin): 95.4 kcal per mole
- Energy: -10338.589 eV
- Max |F|: 1.77 eV Å⁻¹
- HOMO energy: -8.1 eV
- Frontier orbital gap: 8.83 eV

Structure (ORCA input):
```
! RIJCOSX wB97M-V def2-TZVPD def2/J DEFGRID3
* xyz 0 1
H -1.32 0.75 0.28
N 0.06 -0.76 -1.61
C -0.54 1.29 -0.25
H 2.01 -0.80 -0.76
H -1.12 -1.27 1.79
H -1.24 -1.63 0.03
C -0.67 -1.79 0.94
C 0.35 0.50 -1.11
C 0.73 -1.33 0.74
H 0.28 3.16 -0.74
N 0.99 -0.76 -0.56
O 1.66 -1.45 1.49
C -0.47 2.61 -0.19
H 1.10 1.13 -1.63
H -0.65 -2.85 1.19
H -1.17 3.19 0.39
*
```


12.
# C5H8N2O2

A structure of composition C5H8N2O2 (the ωB97M-V functional and the def2-TZVPD basis, OMol25).

- Energy relative to the best compared isomer or geometry (same formula, charge and spin): 159.7 kcal per mole
- Energy: -12384.011 eV
- Max |F|: 7.48 eV Å⁻¹
- HOMO energy: -8.7 eV
- Frontier orbital gap: 9.51 eV

Structure (ORCA input):
```
! RIJCOSX wB97M-V def2-TZVPD def2/J DEFGRID3
* xyz 0 1
C 1.64 -0.45 -0.07
C 0.50 0.15 -0.80
H 0.64 1.99 0.17
C -2.03 -0.15 -0.01
O 0.03 0.19 1.49
H 2.83 -1.16 -1.29
H 2.10 -0.05 2.29
H -0.57 2.04 -1.13
O -2.12 -1.47 0.20
N 1.42 0.14 1.22
C -0.59 0.37 0.17
H -3.00 0.35 0.34
H -1.60 -1.83 0.88
N 2.65 -1.18 -0.31
H 0.37 -0.42 -1.61
H -2.27 0.04 -1.13
C -0.03 1.44 -0.40
*
```